A 7-piece molecular cluster, C27H57BNO14S7 overall. Source: the Open Molecules 2025 dataset; level of theory: ωB97M-V/def2-TZVPD.

Element x y z (Å)
S  1.31  -4.51  2.22
S  -2.43  -4.51  -5.48
S  5.67  -4.56  6.26
S  -3.05  4.91  -2.72
S  -0.47  2.01  -6.28
S  -0.62  -0.16  -0.72
S  -4.02  6.32  2.16
O  0.81  -3.55  1.26
O  5.78  -3.58  5.20
O  -2.32  -3.53  -6.54
O  -2.22  3.74  -2.87
O  -2.70  5.88  1.76
O  0.98  2.02  -6.24
O  -1.24  3.19  -6.59
O  -3.61  -5.33  -5.32
O  0.68  -5.80  2.43
O  -4.48  4.89  -2.96
O  4.49  -5.39  6.43
O  1.81  -1.66  -1.05
O  -4.64  7.51  1.60
O  2.16  0.86  -1.23
N  -3.23  1.57  0.93
C  -1.08  1.27  -4.78
C  0.02  -4.86  -4.65
C  -5.08  4.24  3.34
C  -4.08  6.41  3.94
C  -1.00  -5.57  -5.53
C  -2.75  5.62  -1.11
C  -1.77  -0.03  -5.19
C  -0.99  0.69  -7.37
C  6.06  -3.77  7.82
C  8.12  -4.91  7.10
C  7.34  -4.43  8.32
C  -1.24  1.64  -0.84
C  3.74  -3.70  2.75
C  3.01  -3.69  4.09
C  -2.04  -3.72  -3.93
C  -5.08  5.35  4.39
C  -1.59  6.58  -1.33
C  -2.85  1.56  -0.41
C  -5.15  4.95  1.99
C  2.36  1.67  -0.02
C  -2.32  6.25  -3.66
C  7.10  -5.62  6.22
C  3.05  -4.76  1.91
C  1.51  -3.69  3.80
C  -1.09  -0.52  -6.46
C  -1.89  7.30  -2.64
C  -0.76  -4.37  -3.43
B  1.23  -0.27  -1.01
H  -2.71  8.02  -2.48
H  -5.92  3.55  3.47
H  -0.23  1.09  -4.12
H  -4.83  4.96  5.38
H  -2.87  -3.86  -3.23
H  3.52  1.97  -0.01
H  -1.28  -6.54  -5.11
H  -2.53  4.83  -0.39
H  3.31  -5.77  2.26
H  3.28  -4.58  4.66
H  -0.66  -5.69  -6.56
H  7.93  -3.73  8.93
H  8.54  -4.05  6.57
H  -1.66  -1.33  -6.94
H  -1.96  0.96  -7.78
H  7.44  -5.75  5.19
H  -6.08  5.79  4.46
H  7.09  -5.28  8.96
H  4.81  -3.91  2.86
H  -1.90  -2.65  -4.12
H  2.07  1.14  0.98
H  0.44  -4.00  -5.18
H  -1.01  -5.23  -2.79
H  -4.15  3.66  3.41
H  -0.09  -0.90  -6.23
H  -3.65  6.16  -0.81
H  5.23  -3.91  8.52
H  3.25  -4.67  0.84
H  -3.06  6.65  -4.36
H  -4.39  7.41  4.24
H  3.30  -2.82  4.70
H  -0.65  6.01  -1.43
H  -2.31  1.64  1.45
H  1.24  -2.20  -0.40
H  8.94  -5.58  7.38
H  0.96  -4.24  4.56
H  -3.08  6.20  4.32
H  6.20  -2.70  7.63
H  3.64  -2.72  2.26
H  -6.15  5.36  1.82
H  -0.26  0.57  -8.18
H  -0.96  -0.55  0.60
H  -3.63  1.44  -1.29
H  -0.17  -3.68  -2.82
H  -1.02  7.87  -3.00
H  1.70  2.66  -0.08
H  -0.63  2.36  -0.11
H  -1.47  5.85  -4.21
H  1.12  -2.67  3.71
H  -1.48  7.28  -0.50
H  -2.83  0.16  -5.38
H  -1.10  2.07  -1.94
H  0.84  -5.52  -4.37
H  -4.85  4.32  1.16
H  -1.78  1.96  -4.30
H  6.82  -6.59  6.64
H  -1.71  -0.77  -4.38

The highest occupied orbital energy comes out at -12.1 eV. The total charge is +1. The lowest unoccupied orbital energy comes out at -0.1590 Eh. As for the gap between HOMO and LUMO: 7.763 eV.